# 1
Computed, not measured: an isolated ion of composition C2H5NO2 and charge +1 in a non-equilibrium geometry, with ωB97M-V with the def2-TZVPD basis set.

Last column: Löwdin charge in e.
Positions of all 10 atoms, in Å:
O: 0.70090 1.31805 -0.99102  0.2622
C: 0.26641 0.36612 -0.46763  -0.4726
O: -0.50982 -0.56528 -1.04790  0.1430
C: 0.48897 -0.05354 1.00959  -0.0440
N: -0.65224 -0.81675 1.42235  0.2896
H: -0.57944 -0.39825 -2.00926  0.1718
H: 1.39830 -0.64738 1.13884  0.1629
H: 0.56281 0.83589 1.63966  0.1610
H: -0.67986 -1.78324 1.09389  0.1584
H: -1.58063 -0.39225 1.35490  0.1677

Properties
charge	+1
relative energy (zero: lowest compared OMol25 entry of this formula, charge and spin)	0.0000	eV
⟨S²⟩	0.756
DFT total energy	-7731.05254	eV
HOMO (spin up / spin down)	-16.676 / -16.543	eV
spin multiplicity	2
orbital gap (spin up / spin down)	12.8 / 7.3	eV


# 2
Computed, not measured: an isolated ion of composition C2H5NO2P and charge -1 in a non-equilibrium geometry, with ωB97M-V with the def2-TZVPD basis set.

Last column: Löwdin charge in e.
Positions of all 11 atoms, in Å:
C: 0.83775 1.30014 -0.00063  -0.0905
C: -0.04773 0.54873 0.69388  -0.2431
P: -1.73226 0.19970 -0.00926  0.1921
N: -1.52998 -1.39913 -0.56904  -0.1218
O: -1.95000 1.06750 -1.18559  -0.4139
O: -2.52483 0.22044 1.30739  -0.4522
H: 1.89532 1.42057 0.33876  0.0283
H: 0.60524 1.78012 -0.92408  0.0188
H: -0.05703 -0.16807 1.48424  0.0323
H: -0.82448 -1.79209 0.08740  0.0214
H: -1.00027 -1.55885 -1.43143  0.0288

Properties
charge	-1
relative energy (zero: lowest compared OMol25 entry of this formula, charge and spin)	0.0168	eV
SMILES	C=C[P@](N)(=O)[O-]
DFT total energy	-17031.49960	eV
HOMO	-4.514	eV
orbital gap	8.7	eV


# 3
Computed, not measured: a single C2H5NO2S molecule in a non-equilibrium geometry, with ωB97M-V with the def2-TZVPD basis set.

Last column: Löwdin charge in e.
Positions of all 11 atoms, in Å:
C: -2.07690 0.33067 0.02097  -0.4241
S: -0.93960 -1.00834 -0.13915  0.9194
C: 0.58296 -0.12024 -0.17009  -0.8419
O: 0.63035 1.07187 -0.18997  0.0252
N: 1.69490 -0.89246 -0.18135  -0.0343
O: 2.90812 -0.17454 0.03718  -0.0213
H: -3.10558 -0.06542 0.02551  0.0447
H: -1.97926 1.12058 -0.73275  0.0521
H: -1.94011 0.75548 1.03311  0.0493
H: 1.66733 -1.76240 0.34637  0.1388
H: 2.55778 0.74481 -0.04982  0.0920

Properties
charge	0
relative energy (zero: lowest compared OMol25 entry of this formula, charge and spin)	1.5378	eV
SMILES	CSC(=O)NO
DFT total energy	-18574.03138	eV
HOMO	-9.330	eV
orbital gap	10.0	eV


# 4
Computed, not measured: a single C2H5NO2S molecule in a non-equilibrium geometry, with ωB97M-V with the def2-TZVPD basis set.

Last column: Löwdin charge in e.
Positions of all 11 atoms, in Å:
C: -0.83150 -0.67916 -0.20869  -0.4090
S: 0.79544 -0.87595 -0.98449  0.8215
C: 1.61144 0.56785 -0.18107  -0.3760
N: 2.99338 0.64314 -0.67984  -0.4949
O: 3.18390 1.31878 -1.65816  0.0797
O: 3.82691 0.02144 -0.07303  0.0793
H: -1.44824 -1.48484 -0.59245  0.0317
H: -1.25898 0.27948 -0.48762  0.0356
H: -0.73808 -0.76581 0.86987  0.0357
H: 1.07401 1.47341 -0.46548  0.0980
H: 1.62376 0.40392 0.89732  0.0983

Properties
charge	0
relative energy (zero: lowest compared OMol25 entry of this formula, charge and spin)	3.3120	eV
SMILES	CSC[N+](=O)[O-]
DFT total energy	-18572.25720	eV
HOMO	-9.390	eV
orbital gap	9.5	eV


# 5
Computed, not measured: a single C2H5NO2S2 molecule in a non-equilibrium geometry, with ωB97M-V with the def2-TZVPD basis set.

Last column: Löwdin charge in e.
Positions of all 12 atoms, in Å:
H: 1.89537 1.94042 0.11222  0.1478
N: 0.89879 1.67675 -0.37140  0.0463
C: 0.89814 1.06852 -1.45911  -0.3875
S: -0.61213 0.23276 -1.81391  0.6828
O: 0.42979 -1.36627 -1.64237  -0.4728
O: -1.20027 0.58089 -3.09815  -0.4012
S: -2.10954 0.14374 -0.29966  0.7023
C: -1.34906 -1.22955 0.56798  -0.4045
H: 1.67891 0.79697 -2.05781  0.0707
H: -2.16168 -1.97111 0.73232  0.0627
H: -1.04435 -0.70940 1.43991  0.0147
H: -0.61620 -1.45483 -0.15193  -0.0614

Properties
charge	0
relative energy (zero: lowest compared OMol25 entry of this formula, charge and spin)	5.3113	eV
SMILES	[H]/N=C/S(=O)(=O)SC
DFT total energy	-29405.21409	eV
HOMO	-10.043	eV
orbital gap	9.4	eV


# 6
Computed, not measured: a 2-piece molecular cluster, C2H5NO2S2 overall in a non-equilibrium geometry, with ωB97M-V with the def2-TZVPD basis set.

Last column: Löwdin charge in e.
Positions of all 12 atoms, in Å:
O: -3.62702 -0.14653 -1.43345  0.0854
N: -2.51161 0.24161 -1.54633  -0.3177
O: -1.49794 -0.37118 -1.81811  -0.0387
H: -2.22526 1.35953 -1.59650  0.2368
C: 2.07723 -0.06655 1.79081  -0.1192
C: 1.07761 -0.15841 0.94035  -1.1103
S: 0.57277 1.36505 0.21238  0.7032
S: 0.04825 -1.60833 0.75950  0.7361
H: 2.33855 -0.91795 2.46264  0.0774
H: 2.78188 0.69878 1.80225  0.0316
H: 0.95924 0.99108 -1.04221  -0.1071
H: 0.00631 -1.38712 -0.53133  -0.1776

Properties
charge	0
relative energy (zero: lowest compared OMol25 entry of this formula, charge and spin)	4.4106	eV
SMILES	O=[NH+][O-].C=C(S)S
DFT total energy	-29406.11478	eV
HOMO	-9.012	eV
orbital gap	9.1	eV